1.
C18H26N4O3S | ωB97M-V with the def2-TZVPD basis set

The geometry in XYZ format:
```
52
Properties=species:S:1:pos:R:3:forces:R:3
C -0.437269 0.321543 -6.030282 0.0033 -0.0185 -0.1155
O -1.292376 -0.128229 -5.012358 -0.1172 0.0883 0.2466
C -0.835869 -1.250881 -4.283438 -0.0358 -0.1616 0.3072
C -0.432402 -0.898641 -2.849845 0.0071 0.1752 -0.4995
H -1.276074 -0.428969 -2.340920 0.0026 -0.0233 0.0842
H -0.183807 -1.823277 -2.324612 -0.0020 -0.0156 0.0401
C 0.766068 0.051763 -2.799327 -0.3793 -0.3513 -0.5150
N 1.134737 0.312724 -1.433926 0.2905 0.2108 0.8707
C 0.643584 1.307381 -0.647331 0.1907 0.0721 -0.0265
N 1.074814 1.187085 0.582993 -0.4455 0.7876 -0.3069
N 1.846789 0.097049 0.634398 0.6908 -1.0854 -0.0357
C 1.886487 -0.437766 -0.564744 -0.4198 0.6124 -0.0471
C 2.631338 -1.621157 -0.873953 0.8106 -0.7587 0.8463
C 3.415497 -2.380537 -0.041293 -0.5559 0.6129 -0.4205
C 3.921693 -3.432436 -0.833621 -0.1573 -0.0536 -0.6241
C 3.414566 -3.242444 -2.082613 0.5641 -0.6335 0.3931
O 2.632209 -2.150807 -2.120318 -0.3468 0.4023 -0.1519
H 3.529275 -3.790182 -2.996968 -0.0487 0.0003 -0.1580
H 4.572846 -4.221397 -0.518363 0.1316 -0.1901 -0.0066
H 3.591017 -2.189039 0.995842 0.0065 0.0962 0.2386
S -0.456024 2.527313 -1.206968 -0.1668 0.4423 -0.1350
C -1.207394 2.820090 0.420358 0.3331 -0.2459 -0.3950
H -2.046697 3.496978 0.262390 0.0245 0.0255 0.0294
H -0.442950 3.280132 1.039577 -0.1724 0.0181 0.0763
C -1.680194 1.462970 0.947940 -0.2707 0.2243 0.0145
O -2.007804 0.588976 0.164360 -0.1212 -0.1984 -0.1542
N -1.727352 1.297933 2.281338 -0.2219 -0.1290 0.1595
C -1.285741 2.255306 3.271551 0.4017 0.2531 0.0774
H -1.293961 3.263576 2.861040 -0.0700 -0.0593 0.0375
C 0.101187 1.862361 3.781255 -0.1530 0.0296 0.1895
C 0.018323 0.474076 4.408425 0.1021 -0.0105 -0.1724
C -0.528428 -0.515460 3.382216 -0.1057 0.0681 0.0305
H -0.649777 -1.502659 3.830460 0.0026 -0.0804 -0.0239
C -1.871897 -0.063329 2.792660 -0.1367 -0.5640 -0.0910
C -3.037574 -0.185582 3.771756 0.1815 0.0548 -0.1896
H -2.832741 0.304170 4.719546 -0.0446 0.0384 0.1459
H -3.228519 -1.237096 3.969367 -0.0273 -0.1028 0.0683
H -3.934173 0.251227 3.338109 -0.1058 0.0274 -0.0085
H -2.099916 -0.683192 1.919438 0.0641 0.1617 0.2205
H 0.193923 -0.594266 2.567130 -0.0043 -0.0834 -0.0200
H -0.623987 0.503427 5.291936 0.0156 0.0031 0.0949
H 1.009387 0.150013 4.728564 -0.0081 -0.0171 0.0908
H 0.452897 2.596433 4.507669 0.0299 0.0513 0.0190
H 0.793216 1.832142 2.937496 -0.0001 0.1099 0.0201
H -2.002852 2.236233 4.098324 0.0237 0.1064 -0.0442
H 0.499102 1.008055 -3.256340 0.1152 -0.1275 -0.0406
H 1.626044 -0.379284 -3.318348 -0.1269 0.1858 0.0109
H -1.667447 -1.964109 -4.242094 0.1604 0.0102 -0.0427
H 0.004139 -1.729774 -4.801872 -0.0339 -0.0209 -0.0394
H -0.282166 -0.452150 -6.793217 0.0177 0.0523 0.0225
H 0.540049 0.637326 -5.647345 0.0091 0.0033 -0.0063
H -0.933793 1.176383 -6.486040 0.0986 0.0071 -0.0641
```
Forces are in eV/Å.

## Properties
SMILES: COCCCn1c(SCC(=O)N2CCCC[C@H]2C)nnc1-c1ccco1
Largest force on an atom in eV/A: 1.40
Total charge: 0

Atom charges from the Löwdin analysis, given in e for atoms 1 to 5: -0.118 -0.185 -0.223 -0.125 0.115

2.
C18H26N4O6S | ωB97M-V with the def2-TZVPD basis set

The geometry in XYZ format:
```
55
Properties=species:S:1:pos:R:3:forces:R:3
C -0.830458 -0.897731 1.189979 0.0008 0.0056 0.0040
N -1.225644 -0.584074 -0.173570 0.0088 0.0058 -0.0008
C -1.603884 0.794768 -0.423987 -0.0004 -0.0023 -0.0021
C -0.401485 1.696658 -0.693163 0.0005 0.0061 -0.0022
C -0.763147 3.180003 -0.607834 0.0329 -0.0361 -0.0214
N 0.380077 4.046956 -0.360193 -0.0411 0.0285 0.0190
C 1.195504 4.044377 0.729145 -0.0068 0.0648 0.0276
O 2.228670 4.684676 0.766535 0.0256 -0.0543 -0.0273
C 0.782753 3.199189 1.889318 -0.0183 -0.0140 -0.0021
C -0.409046 3.075515 2.536994 0.0111 0.0116 0.0001
N -0.430804 2.200480 3.585792 -0.0002 -0.0089 0.0033
C 0.738508 1.653164 3.742637 -0.0075 0.0028 -0.0006
C 1.025642 0.576170 4.770356 0.0087 -0.0048 0.0030
O 0.642256 0.968062 6.054545 -0.0074 0.0076 -0.0090
C -0.730970 0.598964 6.207079 0.0045 0.0023 -0.0014
C -0.962102 -0.464745 5.121920 -0.0030 -0.0054 0.0034
O 0.302741 -0.589049 4.466821 0.0040 -0.0037 0.0039
S 1.944033 2.191199 2.647550 0.0007 0.0052 0.0016
C -1.168308 -1.551031 -1.133104 -0.0076 -0.0107 0.0011
O -0.834672 -2.696667 -0.886458 0.0018 0.0020 0.0009
C -1.546723 -1.138651 -2.550493 -0.0010 0.0055 -0.0021
C -1.177269 -2.189706 -3.580215 -0.0011 -0.0082 0.0041
N 0.262402 -2.404850 -3.720724 -0.0023 0.0094 -0.0148
C 1.225824 -1.410649 -3.276254 -0.0026 0.0020 -0.0017
C 2.610023 -2.015048 -3.207350 0.0037 0.0024 -0.0018
O 2.944196 -2.604580 -4.444401 0.0026 -0.0040 -0.0025
C 2.113634 -3.721658 -4.680133 -0.0041 0.0069 -0.0015
C 0.628805 -3.481901 -4.460537 0.0063 -0.0121 0.0241
O -0.180271 -4.269965 -4.920412 -0.0012 0.0044 -0.0091
H -0.469264 -1.919820 1.227035 0.0009 -0.0003 -0.0021
H -0.038621 -0.225660 1.529417 -0.0037 -0.0012 -0.0009
H -1.680514 -0.790137 1.868092 -0.0009 -0.0043 -0.0003
H -2.329123 0.848480 -1.235685 -0.0010 0.0036 -0.0001
H -2.119585 1.153147 0.472563 0.0004 -0.0019 0.0010
H 0.359830 1.472945 0.054974 0.0003 -0.0011 0.0042
H 0.040741 1.469839 -1.667057 0.0020 -0.0016 0.0016
H -1.216600 3.518322 -1.539538 -0.0013 -0.0016 -0.0014
H -1.519648 3.328831 0.162786 0.0006 0.0007 0.0015
H 0.726756 4.620057 -1.113132 -0.0011 0.0012 0.0005
H -1.304553 3.630969 2.300141 -0.0021 -0.0001 -0.0018
H 2.089387 0.333740 4.778469 -0.0011 -0.0024 -0.0006
H -0.854906 0.214020 7.217244 0.0030 -0.0024 0.0004
H -1.371164 1.467495 6.055839 -0.0031 -0.0014 0.0034
H -1.216939 -1.442640 5.525544 -0.0035 0.0010 -0.0016
H -1.726520 -0.146228 4.411743 0.0040 0.0056 -0.0033
H -2.632255 -1.010374 -2.589180 0.0008 0.0016 -0.0014
H -1.116910 -0.167645 -2.802765 -0.0009 0.0004 0.0020
H -1.622409 -3.144224 -3.308567 -0.0015 0.0011 0.0017
H -1.598115 -1.902278 -4.548572 0.0009 -0.0022 -0.0008
H 1.234300 -0.546068 -3.951460 0.0019 0.0004 0.0028
H 0.961723 -1.060921 -2.276362 0.0002 -0.0006 -0.0004
H 3.349008 -1.241086 -3.005127 -0.0015 0.0003 0.0043
H 2.649955 -2.762703 -2.404184 0.0011 -0.0009 -0.0012
H 2.245382 -4.024241 -5.715831 -0.0005 -0.0019 -0.0013
H 2.399760 -4.563698 -4.036228 -0.0010 0.0000 -0.0019
```
Forces are in eV/Å.

## Properties
SMILES: CN(CCCNC(=O)c1cnc(C2OCCO2)s1)C(=O)CCN1CCOCC1=O
Largest force on an atom in eV/A: 0.07
Total charge: 0

Atom charges from the Löwdin analysis, given in e for atoms 1 to 5: -0.014 -0.098 -0.166 -0.150 -0.179

These records have DFT total energy values of -42025.4419, -48168.5992 eV, in the order they appear.
These records have relative energy (zero: lowest compared OMol25 entry of this formula, charge and spin) values of 20.0, 12.6 kcal per mole, in the order they appear.
These records have M values of 378.498, 426.495 Da, in the order they appear.